Entry 1:
A 14-piece molecular cluster, C18H50N13O27 overall. Source: the OMol25 dataset; level of theory: ωB97M-V/def2-TZVPD.

Structure (ORCA input):
```
! wB97M-V def2-TZVPD RIJCOSX def2/J DEFGRID3
* xyz -1 1
C 4.5337 4.5174 0.8917
C 4.5000 3.3553 1.8885
C 5.8396 3.0787 2.6536
C 6.9748 4.0595 2.4197
O 6.8804 5.1854 3.2962
C 6.7363 6.4444 2.6805
H 4.9757 4.1996 -0.0729
H 3.5146 4.8787 0.6937
H 3.7084 3.5330 2.6275
H 4.2198 2.4022 1.4008
H 5.6413 3.1266 3.7345
H 6.1711 2.0473 2.4698
H 7.9179 3.5518 2.6903
H 7.0531 4.3549 1.3718
H 5.8617 6.9637 3.0899
H 7.6215 7.0686 2.8952
H 6.5713 6.3686 1.6048
C -0.1892 2.2282 2.9957
N 0.8079 2.2742 1.8911
O 1.8313 1.6433 2.0414
O 0.5198 2.9443 0.9214
H 0.2060 1.6006 3.7819
H -0.3327 3.2491 3.3395
H -1.1088 1.8197 2.5933
C -1.7447 -2.2663 3.0271
N -1.8593 -1.3633 4.1996
O -2.6130 -1.6875 5.1005
O -1.1815 -0.3606 4.1928
H -2.3876 -3.1215 3.1995
H -2.0544 -1.7110 2.1461
H -0.7088 -2.5661 2.9486
C 4.4340 0.3308 -0.8378
N 5.8301 -0.0856 -1.1403
O 6.0145 -0.8223 -2.0945
O 6.7075 0.3336 -0.4171
H 3.7781 -0.1267 -1.5687
H 4.2018 -0.0102 0.1674
H 4.3878 1.4155 -0.8809
C 5.1275 3.6209 -3.6196
N 4.0373 2.6591 -3.3108
O 3.3837 2.8629 -2.3174
O 3.8856 1.7225 -4.0817
H 5.1363 4.3842 -2.8486
H 6.0591 3.0617 -3.6338
H 4.9108 4.0398 -4.5976
C 2.4295 2.8421 -7.6207
N 3.2576 3.8685 -6.9342
O 2.8413 4.3308 -5.8934
O 4.3058 4.1828 -7.4647
H 1.5393 2.6717 -7.0305
H 2.1884 3.2351 -8.5997
H 3.0272 1.9424 -7.7014
C -0.2076 5.9453 -9.7566
N -0.8283 4.6811 -9.2746
O -0.1102 3.8794 -8.7088
O -2.0129 4.5352 -9.4766
H 0.8454 5.9291 -9.5017
H -0.3577 5.9883 -10.8310
H -0.7217 6.7646 -9.2636
C 2.5393 -3.2185 5.5776
N 1.6926 -3.3764 4.3677
O 0.4930 -3.5429 4.5156
O 2.2471 -3.3214 3.2950
H 1.9001 -3.2844 6.4504
H 3.2876 -4.0069 5.5650
H 3.0170 -2.2454 5.5072
C -5.4894 0.4170 2.2098
N -4.1133 0.0387 1.7922
O -3.9886 -0.7791 0.9043
O -3.1948 0.5706 2.3837
H -6.2121 -0.1406 1.6230
H -5.5743 0.1720 3.2651
H -5.5864 1.4884 2.0580
C 7.3652 -4.8247 6.5491
N 6.0110 -4.4731 6.0429
O 5.0725 -5.1666 6.3936
O 5.9323 -3.5146 5.3117
H 7.2763 -5.6969 7.1856
H 7.9899 -5.0239 5.6838
H 7.7365 -3.9652 7.0987
C -9.7773 -2.4437 1.9317
N -8.3950 -1.9022 1.8431
O -7.4739 -2.6602 2.0515
O -8.2769 -0.7212 1.5779
H -9.7138 -3.4974 2.1736
H -10.2890 -1.8839 2.7094
H -10.2580 -2.2890 0.9706
C -8.6237 -5.6223 4.8291
N -9.4937 -5.6850 3.6234
O -10.6869 -5.8316 3.7792
O -8.9389 -5.5757 2.5473
H -9.2498 -5.7288 5.7067
H -7.9040 -6.4313 4.7506
H -8.1175 -4.6612 4.8108
C -0.6210 0.3411 -9.0912
N 0.7609 -0.0709 -9.4633
O 0.9096 -0.7474 -10.4581
O 1.6511 0.3088 -8.7313
H -1.3065 -0.0643 -9.8258
H -0.8185 -0.0560 -8.1000
H -0.6446 1.4278 -9.0755
C -10.0727 -7.7336 0.2777
N -10.9309 -7.7927 -0.9373
O -12.1247 -7.9453 -0.7818
O -10.3723 -7.6818 -2.0077
H -10.7059 -7.8438 1.1501
H -9.3534 -8.5439 0.2049
H -9.5707 -6.7717 0.2789
*
```

Calculated values
E_HOMO: -0.60 eV
LUMO energy: 0.36 eV
molecular weight: 880.66 g mol⁻¹
HOMO-LUMO gap: 0.0354 hartree
electronic energy: -94091.2888 eV

Entry 2:
A 7-piece molecular cluster, C18H50NO6 overall at a distorted geometry. Source: the OMol25 dataset; level of theory: ωB97M-V/def2-TZVPD.

Structure (ORCA input):
```
! wB97M-V def2-TZVPD RIJCOSX def2/J DEFGRID3
* xyz 1 1
C -1.8673 1.4744 -5.3713
C -0.5959 1.8268 -4.5714
C -0.9317 2.5048 -3.2205
C -1.0237 1.5441 -2.0452
C 0.2749 0.7567 -1.9838
N 0.2517 -0.1399 -3.1720
C 0.3492 0.6110 -4.4721
H -2.7101 2.0673 -5.0187
H -2.1496 0.4238 -5.2952
H -1.7429 1.7274 -6.4230
H -0.0503 2.5771 -5.1423
H -0.1195 3.2079 -3.0017
H -1.8201 3.1248 -3.3199
H -1.7919 0.7961 -2.2776
H -1.2372 2.0237 -1.0971
H 0.3455 0.1935 -1.0568
H 1.1100 1.4501 -2.0876
H 1.0533 -0.7678 -3.1118
H -0.5734 -0.7434 -3.1265
H 1.3934 0.8875 -4.5954
H 0.0785 -0.0966 -5.2539
C -2.1239 -1.4115 1.6831
C -0.6696 -1.0489 1.4685
O -0.5304 0.3102 1.0124
H -2.6896 -1.2858 0.7581
H -2.2146 -2.4452 2.0155
H -2.5751 -0.7648 2.4396
H -0.2275 -1.6859 0.7048
H -0.0996 -1.1751 2.3868
H -0.8997 0.8851 1.6885
C -4.5404 6.3747 -1.8836
C -3.7401 5.2480 -1.2600
O -4.4159 3.9942 -1.3660
H -5.5164 6.4530 -1.4055
H -4.0227 7.3288 -1.7808
H -4.7074 6.1887 -2.9474
H -3.5877 5.4292 -0.1977
H -2.7528 5.1700 -1.7321
H -4.5616 3.8188 -2.2997
C 2.7827 0.9913 2.6773
C 3.4322 -0.2072 3.3409
O 2.6872 -1.4049 3.0973
H 1.7621 1.1203 3.0391
H 3.3469 1.9018 2.8815
H 2.7300 0.8519 1.5940
H 3.4680 -0.0748 4.4202
H 4.4561 -0.3391 2.9821
H 2.6545 -1.5503 2.1472
C 0.6980 -5.5150 3.8989
C 0.9650 -4.9354 2.5236
O 0.6225 -3.5509 2.4518
H -0.3519 -5.3918 4.1657
H 0.9447 -6.5767 3.9313
H 1.2951 -5.0011 4.6552
H 0.3574 -5.4383 1.7718
H 2.0183 -5.0672 2.2544
H 1.1633 -3.0821 3.1013
C -5.5224 -1.8597 -2.1541
C -4.3606 -0.9136 -2.3718
O -3.1064 -1.5259 -2.0362
H -5.5499 -2.1937 -1.1172
H -6.4686 -1.3734 -2.3902
H -5.4259 -2.7455 -2.7863
H -4.4485 -0.0395 -1.7281
H -4.3351 -0.5700 -3.4119
H -3.0089 -2.3091 -2.5870
C 8.1607 -1.4732 5.3329
C 7.0972 -1.2311 4.2790
O 6.9847 0.1580 3.9615
H 7.9281 -0.9145 6.2394
H 8.2336 -2.5323 5.5830
H 9.1380 -1.1372 4.9790
H 6.1191 -1.5484 4.6383
H 7.3234 -1.7937 3.3667
H 7.8415 0.4395 3.6287
*
```

Calculated values
E_HOMO: -11.86 eV
LUMO energy: -2.81 eV
molecular weight: 376.60 g mol⁻¹
HOMO-LUMO gap: 0.3327 hartree
electronic energy: -33244.9112 eV
ΔE to the lowest compared entry with this formula, charge and spin: 0.000 eV